Entry 1:
Molecular formula: C4H5NO2
Method: DFT, wB97M-V/def2-TZVPD

Geometry as ORCA input:
```
! RIJCOSX wB97M-V def2-TZVPD def2/J DEFGRID3
* xyz 0 1
O 1.298 -0.777 2.118
C 0.786 -0.421 1.100
N 0.108 0.861 0.969
C -0.534 0.918 -0.182
C -0.024 -0.115 -1.168
O 1.422 -0.109 -1.084
C 0.708 -1.033 -0.277
H 0.193 1.578 1.679
H -1.214 1.734 -0.404
H -2.105 -0.163 -0.883
H -1.473 -0.372 -1.451
H 0.836 -2.101 -0.418
*
```

Output
total energy: -9807.972 eV
frontier orbital gap (alpha / beta): 7.47 / 7.47 eV
strongest force on any atom: 0.5 eV/Å
M: 99.089 Da


Entry 2:
Molecular formula: C6H8N6O
Method: DFT, wB97M-V/def2-TZVPD

Geometry as ORCA input:
```
! RIJCOSX wB97M-V def2-TZVPD def2/J DEFGRID3
* xyz 0 1
C -2.510 -3.132 0.933
O -2.152 -1.757 0.870
N -0.728 -1.468 0.944
C -0.336 -0.244 0.693
N 1.040 0.060 0.776
C 1.410 1.230 0.402
N 2.708 1.470 0.442
N 0.632 2.162 -0.163
C -0.709 1.941 -0.188
N -1.618 2.940 -0.528
C -2.772 2.378 -0.276
N -2.590 1.080 0.182
C -1.238 0.799 0.292
H -1.943 -3.619 1.732
H -3.573 -3.240 1.230
H -2.352 -3.673 -0.011
H 3.059 1.944 -0.395
H 3.208 0.649 0.789
H 0.880 3.112 -0.138
H -3.745 2.857 -0.407
H -3.332 0.436 0.421
*
```

Output
total energy: -17338.127 eV
frontier orbital gap: 8.44 eV
strongest force on any atom: 3.1 eV/Å
M: 180.171 Da